[1]
3 unconnected molecules or ions with the total composition C20H39NO10S, computed with ωB97M-V/def2-TZVPD.

XYZ file:
```
71
Properties=species:S:1:pos:R:3:forces:R:3:lowdin_charge:R:1
C 3.0756 -1.7652 0.8040 -0.202 -0.210 0.153 -0.11
O 3.5106 -1.2563 -0.4344 0.033 0.188 -0.048 -0.18
C 2.4336 -0.7042 -1.1846 0.529 -0.163 0.169 -0.23
C 2.9701 0.4204 -2.0512 -0.117 0.129 -0.421 -0.17
C 1.9110 1.4131 -2.5625 -0.129 0.182 0.125 -0.19
C 0.8283 1.7596 -1.5426 -0.113 -0.119 0.278 -0.23
C 1.3822 2.3760 -0.2510 0.157 -0.077 -0.308 -0.17
C 0.5268 2.1643 0.9786 0.540 0.233 0.090 -0.22
O -0.8289 2.6413 0.8256 -0.187 -0.430 -0.008 -0.30
S -1.9182 1.5774 0.2597 0.178 0.206 0.039 0.93
O -3.1751 2.1789 0.6100 -0.150 0.055 -0.002 -0.37
O -1.7668 0.3540 1.3942 -0.115 -0.064 0.031 -0.28
O -0.7988 -0.5970 0.9233 -0.067 0.200 -0.018 -0.17
C -1.3684 -1.4529 -0.0820 0.202 -0.518 -0.294 -0.20
C -1.4060 -2.8850 0.4255 0.080 0.146 0.260 -0.20
N -2.4387 -3.1643 1.4061 0.039 -0.108 -0.107 -0.05
C -3.8144 -2.9609 0.9330 0.302 0.101 -0.158 -0.16
C -4.5547 -1.7988 1.5946 -0.429 -0.009 0.240 -0.41
C -5.3077 -0.9242 0.6073 -0.031 0.247 0.210 -0.04
O -5.4973 -2.3300 2.5524 0.145 -0.150 -0.320 -0.04
H 2.3693 -2.5943 0.6739 0.009 -0.051 -0.027 0.09
H 3.9347 -2.1329 1.3605 0.120 -0.021 -0.121 0.08
H 2.5887 -1.0028 1.4180 -0.007 0.095 -0.052 0.08
H 1.6739 -0.3611 -0.4804 -0.105 0.066 -0.040 0.09
H 2.0093 -1.4927 -1.8156 -0.270 -0.001 0.040 0.13
H 3.7476 0.9649 -1.5162 -0.033 -0.103 0.240 0.11
H 3.4596 -0.0227 -2.9207 0.140 0.036 0.031 0.11
H 2.4186 2.3394 -2.8446 0.055 -0.040 -0.140 0.11
H 1.4267 1.0360 -3.4654 0.016 -0.079 -0.026 0.10
H 0.2636 0.8525 -1.3061 0.014 0.033 -0.007 0.07
H 0.0965 2.4491 -1.9709 0.028 0.001 -0.135 0.11
H 2.3505 1.9229 -0.0191 0.012 -0.006 0.060 0.11
H 1.5836 3.4367 -0.4171 -0.079 0.059 0.059 0.12
H 0.5499 1.1184 1.2741 -0.206 -0.034 -0.015 0.10
H 0.9423 2.7315 1.8104 -0.136 0.057 0.039 0.13
H -0.7260 -1.3922 -0.9651 0.034 0.150 0.031 0.11
H -2.3523 -1.1105 -0.3821 -0.069 0.142 0.087 0.08
H -1.4924 -3.5581 -0.4303 -0.156 -0.008 -0.020 0.12
H -0.4377 -3.0993 0.8861 0.027 -0.043 -0.028 0.11
H -2.2499 -2.6188 2.2358 -0.098 -0.020 0.095 0.10
H -4.3845 -3.8781 1.0808 -0.160 0.040 0.085 0.12
H -3.7903 -2.7779 -0.1450 0.046 -0.069 -0.031 0.11
H -3.8487 -1.1654 2.1375 0.196 -0.050 -0.111 0.13
H -5.6847 -0.0409 1.1247 -0.063 -0.006 -0.009 0.08
H -6.1639 -1.4561 0.1938 0.070 -0.115 -0.117 0.09
H -4.6599 -0.5683 -0.1940 -0.005 -0.077 -0.102 0.06
H -5.3694 -1.8842 3.3855 -0.009 0.168 0.284 0.08
O 3.3594 -0.5756 3.8185 -0.054 0.055 0.087 0.12
C 4.4602 -0.1267 3.7014 -0.020 -0.170 -0.050 -0.50
O 4.7269 0.9243 2.8891 0.019 0.074 -0.019 0.02
C 6.1410 1.1827 2.8520 0.094 0.007 0.007 -0.15
C 6.6920 0.5732 4.1366 -0.046 -0.079 0.040 -0.15
C 5.7434 -0.6050 4.3532 0.131 0.331 0.026 -0.07
H 6.5513 0.7089 1.9577 0.004 -0.022 0.006 0.13
H 6.2922 2.2570 2.7831 -0.084 0.014 -0.021 0.12
H 7.7411 0.2961 4.0592 -0.009 -0.020 -0.053 0.11
H 6.5896 1.2848 4.9568 0.009 0.014 -0.007 0.12
H 6.0753 -1.5028 3.8292 -0.028 -0.045 0.023 0.13
H 5.5705 -0.8422 5.3987 -0.055 -0.132 -0.028 0.13
O -2.6325 -0.7810 -2.7303 -0.021 -0.023 -0.038 0.11
C -3.1225 0.1417 -3.3167 0.116 -0.057 0.009 -0.48
O -4.3808 0.5584 -3.0737 -0.067 0.022 -0.001 0.03
C -4.7368 1.6304 -3.9654 -0.017 0.093 -0.062 -0.14
C -3.4090 2.2272 -4.4177 0.092 -0.054 0.002 -0.14
C -2.4924 1.0039 -4.3922 -0.154 0.291 0.103 -0.07
H -5.3071 1.2081 -4.7952 0.014 -0.007 -0.013 0.13
H -5.3661 2.3315 -3.4240 -0.007 -0.062 0.077 0.13
H -3.4715 2.7214 -5.3846 -0.034 -0.044 -0.021 0.12
H -3.0664 2.9586 -3.6846 -0.014 0.010 0.001 0.12
H -2.5133 0.4470 -5.3304 0.043 -0.018 -0.010 0.13
H -1.4625 1.2368 -4.1346 0.051 -0.139 -0.040 0.11
```
Forces are in eV/Å.

Values from the calculation:
LUMO energy = 0.59 eV
Kohn-Sham gap = 8.882 eV
F_max = 0.0122 Eh/bohr
Highest occupied orbital energy = -8.29 eV
Calculated total energy = -1990.67190 Eh

***

[2]
7 unconnected molecules or ions with the total composition C20H39NO18 in a non-equilibrium geometry, computed with ωB97M-V/def2-TZVPD.

XYZ file:
```
78
Properties=species:S:1:pos:R:3:forces:R:3:lowdin_charge:R:1
C 2.3840 1.0102 0.8210 -0.531 -0.943 -1.278 -0.01
O 2.2704 -0.4146 1.0525 0.795 -0.114 0.992 -0.10
C 3.4444 -0.9816 1.4317 1.064 0.352 -0.974 -0.60
O 4.5324 -0.4396 1.4174 -1.292 -0.245 0.310 0.11
O 3.3254 -2.2809 1.7103 -0.686 0.517 -0.218 0.01
C 2.0142 -2.8415 1.5122 0.815 -1.881 0.093 -0.02
H 1.3662 1.3069 0.4439 1.247 -0.086 0.293 0.10
H 3.1900 1.0567 0.0588 -0.612 0.859 0.495 0.11
H 2.6065 1.5008 1.7536 0.261 0.294 0.138 0.09
H 2.2037 -3.9306 1.5138 -0.160 0.445 0.411 0.11
H 1.6289 -2.6760 0.5220 -0.220 0.666 -0.262 0.07
H 1.3511 -2.5777 2.3252 -0.265 0.170 -0.038 0.09
C -3.8109 3.0593 -1.2297 -0.947 -0.092 -1.602 -0.08
O -2.7259 2.4735 -0.5609 1.444 -0.826 1.789 -0.03
C -2.6608 2.4621 0.8343 0.604 0.212 -2.696 -0.60
O -1.8183 1.8532 1.4369 -0.106 -0.264 -0.395 0.11
O -3.5424 3.2713 1.3483 -0.738 0.343 1.451 -0.02
C -3.4993 3.2867 2.8298 0.054 -0.562 -1.130 0.03
H -3.7536 2.9012 -2.3591 0.436 -0.197 1.608 0.12
H -3.8642 4.1216 -1.1000 0.106 0.672 0.346 0.08
H -4.7157 2.5899 -0.8810 -0.388 0.061 -0.069 0.06
H -3.3866 2.2289 3.1605 0.043 1.029 0.049 0.11
H -4.4647 3.6921 3.0887 -0.109 0.126 0.313 0.09
H -2.6738 3.9506 3.1148 -0.259 -0.434 0.183 0.11
C 3.4205 0.3751 -5.4893 -0.955 -1.839 0.623 0.04
O 2.2596 0.1117 -4.5980 2.952 -1.302 -1.049 0.01
C 1.2659 0.8767 -4.8406 -1.929 -0.530 2.965 -0.67
O 1.1758 1.7509 -5.6200 -0.180 1.551 -1.947 0.15
O 0.3308 0.5627 -3.8716 -0.148 1.142 -0.979 -0.03
C -0.7495 1.5163 -3.8833 -0.986 -0.017 -0.199 -0.05
H 3.7261 1.3653 -5.3028 0.566 1.089 0.037 0.08
H 3.1607 0.2022 -6.5275 -0.287 0.236 -0.064 0.10
H 4.1278 -0.3937 -5.1966 0.178 0.266 0.138 0.08
H -0.4285 2.4932 -4.2994 -0.092 -0.652 0.438 0.10
H -1.1024 1.6272 -2.8385 0.171 -0.136 -0.655 0.08
H -1.5775 1.1387 -4.5456 0.702 0.288 0.739 0.11
C 0.1770 0.7421 4.3125 0.064 -0.172 -0.442 0.00
O 1.4638 0.2295 3.8957 -0.401 0.506 0.306 -0.01
C 1.8355 -0.8860 4.4958 -0.483 -0.698 -0.243 -0.63
O 1.0996 -1.7402 4.9505 0.238 0.863 -0.038 0.10
O 3.1616 -0.9889 4.4349 -0.755 0.227 0.791 0.02
C 3.5253 -2.2296 5.0010 0.420 -1.998 -0.917 -0.06
H -0.3358 1.0596 3.3981 0.208 0.450 0.390 0.08
H 0.3974 1.5104 5.0581 -0.370 0.194 -0.379 0.10
H -0.4331 -0.0321 4.7618 0.118 -0.245 0.111 0.09
H 3.2181 -2.4497 6.0345 0.702 0.969 -0.066 0.11
H 4.5431 -2.4103 4.6730 0.341 0.239 0.811 0.11
H 2.9687 -3.0013 4.4818 -0.147 -0.241 -0.325 0.08
C 1.5757 -2.8778 -3.4015 -0.014 -2.417 1.323 -0.01
O 2.4230 -2.4133 -2.2921 -0.331 -0.399 -1.323 -0.02
C 3.6418 -2.0110 -2.6820 -1.618 0.437 1.303 -0.65
O 4.1418 -2.1613 -3.7498 0.552 -0.432 -1.110 0.12
O 4.1524 -1.3500 -1.6530 1.522 0.172 -0.200 0.01
C 5.5594 -1.0157 -1.8876 -0.689 -0.497 0.768 0.01
H 0.6511 -3.2321 -2.8760 0.667 0.756 -0.694 0.08
H 1.9938 -3.8093 -3.9026 -0.098 1.319 0.609 0.11
H 1.4350 -2.0952 -4.1121 -0.230 0.473 -0.311 0.06
H 5.9131 -0.6736 -0.9284 0.195 -0.092 0.248 0.09
H 5.6546 -0.2344 -2.6034 -0.147 0.674 -0.647 0.08
H 6.0864 -1.8864 -2.2675 0.058 -0.057 0.221 0.10
C -4.4155 -1.6188 0.7321 0.488 -0.103 -0.201 -0.03
O -5.3777 -0.9560 1.5563 0.692 -0.166 -0.181 0.02
C -5.5957 0.2962 1.1464 -0.792 -2.719 1.722 -0.65
O -5.2360 0.7694 0.1295 0.891 0.964 -1.775 0.14
O -6.3695 0.8401 2.0607 -0.475 0.864 -0.364 0.03
C -6.8447 2.0878 1.5770 -0.658 0.966 -0.951 -0.05
H -4.7972 -1.7399 -0.2775 0.145 0.227 -0.123 0.10
H -4.2054 -2.5972 1.1211 -0.296 -0.378 0.501 0.09
H -3.4679 -1.0754 0.7620 -0.170 0.096 -0.325 0.09
H -7.2797 2.5358 2.4428 -0.217 0.642 0.431 0.08
H -7.6586 2.0130 0.7813 1.132 -0.325 0.940 0.13
H -5.9991 2.6722 1.1527 -0.734 -0.204 0.448 0.08
C -0.2046 -0.5142 -0.4535 -1.378 0.815 1.592 -0.07
C -0.8476 -1.7760 -0.7796 -0.210 -1.200 -1.553 -0.27
N -1.2900 -2.7306 -1.2724 0.375 1.078 1.088 0.14
H -0.0196 -0.4470 0.6522 0.074 -0.166 -1.166 0.09
H -0.9312 0.2992 -0.6635 0.367 -0.412 0.008 0.08
H 0.6809 -0.3512 -1.0410 0.420 -0.209 -0.136 0.07
```
Forces are in eV/Å.

Values from the calculation:
SMILES = COC(=O)OC.COC(=O)OC.COC(=O)OC.COC(=O)OC.COC(=O)OC.COC(=O)OC.CC#N
Energy relative to the best compared isomer or geometry (same formula, charge and spin) = 0.0000 eV
LUMO energy = 0.41 eV
Kohn-Sham gap = 10.900 eV
F_max = 0.0696 Eh/bohr
Highest occupied orbital energy = -10.49 eV
Calculated total energy = -2194.52438 Eh